# C10H9N3PtSe3Te

A molecular structure, C10H9N3PtSe3Te (ωB97M-V/def2-TZVPD, the OMol25 dataset).

Structure (XYZ):
```
27
Properties=species:S:1:pos:R:3:forces:R:3
Pt -0.412309 -1.953991 0.197161 0.2 0.4 -0.9
N 0.038560 1.363636 0.794662 0.0 -0.1 0.1
C 1.286093 0.760971 0.650254 -0.2 0.2 -0.1
C 2.421876 1.492532 1.009565 0.0 0.1 0.0
C 3.654835 0.916746 0.807800 0.0 0.0 0.0
C 3.736915 -0.357169 0.251542 0.0 0.0 0.0
C 2.563704 -1.010770 -0.046199 0.0 0.0 -0.1
N 1.357679 -0.460336 0.161684 0.1 -0.4 0.6
C -1.233886 1.037904 0.343274 0.2 0.0 -0.1
C -2.183075 2.068796 0.431858 0.0 0.1 0.0
C -3.466043 1.858510 0.005041 0.0 0.0 0.0
C -3.803669 0.616102 -0.522469 0.0 0.0 0.0
C -2.831513 -0.346923 -0.566872 0.1 0.1 0.0
N -1.561664 -0.169163 -0.130501 -0.2 0.0 0.1
H 0.090744 2.297480 1.164168 0.0 0.0 0.0
H 2.326068 2.487391 1.425076 0.0 0.0 0.0
H 4.552438 1.459359 1.074036 0.0 0.0 0.0
H 4.687416 -0.833633 0.063262 0.0 0.0 0.0
H 2.549910 -2.008606 -0.465199 0.0 0.0 0.1
H -1.882441 3.029064 0.830361 0.0 0.0 0.0
H -4.197736 2.652728 0.070446 0.0 0.0 0.0
H -4.796345 0.399134 -0.886786 0.0 0.0 0.0
H -3.048526 -1.328137 -0.958314 0.0 0.0 0.0
Se 0.694724 -3.953108 0.868399 0.1 0.0 0.0
Se 0.628394 -5.012557 -1.247511 -0.1 0.0 0.0
Te -1.111698 -3.257376 -1.892345 -0.1 -0.2 0.4
Se -0.060450 -1.748586 -3.432393 0.0 0.1 0.0
```
Forces are in eV/Å.

Summary:
total charge = 0
electronic energy = -221566.373 eV